<1>
The following is a DFT calculation (ωB97M-V/def2-TZVPD) of 2 unconnected molecules or ions with the total composition C4H11NO3.

Geometry as XYZ:
```
19
C4H11NO3 (ωB97M-V/def2-TZVPD)
O 1.3812 0.2521 3.1764
O 2.3682 -1.5823 -0.9636
O -2.8369 -0.5066 -1.8565
N -0.6835 -0.3781 -0.8208
C 0.6397 -0.0877 2.1237
C 0.5504 1.0654 0.9716
C -1.5354 -0.2243 -2.0781
C -0.5559 0.8936 -0.0699
H 2.5875 -1.4868 -0.0197
H -1.1575 -1.0138 -0.2000
H -1.4564 0.8596 0.6228
H -1.5085 0.8595 -2.3251
H -1.0400 -0.8056 -2.8892
H -0.4007 -0.3726 2.3409
H 0.3741 2.0161 1.5003
H 1.4017 -1.3355 -0.8335
H 1.5199 0.9882 0.4446
H 1.1949 -0.8864 1.5767
H -0.8426 1.7453 -0.7007
```

The value obtained for the orbital gap is 6.48 eV. The total charge is -2. The HOMO energy is 0.37 eV.

Atomic partial charges in e from the Mulliken method, atoms 1 to 4:
1 O -0.90
2 O -0.81
3 O -0.94
4 N -0.07

<2>
The following is a DFT calculation (ωB97M-V/def2-TZVPD) of 2 unconnected molecules or ions with the total composition C4H11NO3.

Geometry as XYZ:
```
19
C4H11NO3 (ωB97M-V/def2-TZVPD)
O -0.8879 2.5853 2.3468
O 1.3851 -1.2580 -3.0236
O 0.3916 -2.7318 0.7849
N 0.0471 -0.4687 -1.2459
C -1.2135 0.7353 0.6762
C -0.3195 0.7909 -0.6110
C -0.5383 1.3391 1.9892
C 1.4226 -0.6444 -1.8398
H 0.5701 1.4012 -0.4024
H -1.2444 -0.3335 0.9111
H -0.8903 1.4716 -1.2852
H 1.9846 -1.1980 -1.0379
H 0.5079 -2.1389 1.5407
H -0.0228 -2.2072 0.0747
H -0.6075 -0.6492 -1.9766
H -2.1935 1.1141 0.3919
H 0.5617 1.1885 1.7758
H -0.9045 0.6512 2.8197
H 1.9514 0.3525 -1.8887
```

The value obtained for the orbital gap is 6.31 eV. The total charge is -2. The HOMO energy is 0.42 eV.

Atomic partial charges in e from the Mulliken method, atoms 1 to 4:
1 O -0.93
2 O -0.94
3 O -0.74
4 N -0.02

How do the energies compare? Relative to the most stable structure, in kJ/mol: <1> 12.1; <2> 0.0.

<1>
The following is a DFT calculation (ωB97M-V/def2-TZVPD) of 2 unconnected molecules or ions with the total composition C9H14N2O2.

Geometry as XYZ:
```
27
C9H14N2O2 (ωB97M-V/def2-TZVPD)
O -2.1108 -2.1639 -1.2186
O -1.5517 2.3310 -1.2838
N -2.3964 1.3321 0.6025
N -1.9161 0.0826 -1.2727
C -1.9059 1.3063 -0.7079
C 2.4011 0.9706 0.3741
C 1.7411 -0.8915 -1.0135
C -2.6346 -1.0158 0.7881
C 1.5173 0.0989 1.1977
C 1.4995 -1.2762 0.4332
C -2.1877 -1.1324 -0.6086
C 2.0980 0.6120 -1.0640
C -2.8187 0.2254 1.3062
H -2.9282 -1.8891 1.3416
H 2.2683 -1.9262 0.8408
H 3.4134 0.6711 0.5304
H -2.4759 2.2462 1.0404
H 2.9707 0.7676 -1.7371
H 0.5928 -1.8552 0.7315
H -1.6707 0.0666 -2.2648
H 0.7823 -1.0621 -1.5159
H 0.4889 0.5653 1.2733
H 2.3138 2.0109 0.5877
H -3.0844 0.3272 2.3205
H 2.4634 -1.6225 -1.4415
H 1.3026 1.2121 -1.4527
H 1.8279 0.0088 2.2131
```

The value obtained for the orbital gap is 10.02 eV. The HOMO energy is -9.54 eV.

Atomic partial charges in e from the Mulliken method, atoms 1 to 4:
1 O -0.61
2 O -0.65
3 N -0.05
4 N 0.02

<2>
The following is a DFT calculation (ωB97M-V/def2-TZVPD) of 2 unconnected molecules or ions with the total composition C9H14N2O2.

Geometry as XYZ:
```
27
C9H14N2O2 (ωB97M-V/def2-TZVPD)
O 0.6131 5.7866 -0.9509
O 1.0666 5.6310 1.2509
N 2.2200 -2.4882 -0.3764
N 0.3164 -1.7514 -1.7147
C 0.8175 -2.5811 -0.6256
C -0.5025 -0.4569 0.3995
C 0.1149 -3.9137 -0.2481
C 0.1509 -1.2947 -0.4132
C 0.0789 1.9848 0.0441
C -2.3271 1.2725 -0.0295
C 0.8258 5.6970 0.1452
C -0.9643 0.9944 0.5416
C -0.6416 0.0647 1.7017
H 0.1959 0.2161 2.3187
H 0.9674 -1.3405 -2.3577
H 0.2764 -4.5485 -1.0539
H 0.0421 2.1676 -1.0657
H 0.6401 -4.2037 0.7536
H -2.2700 2.3350 -0.2529
H 2.5019 -2.8615 0.4819
H 2.7407 -3.1501 -1.0294
H -3.2231 0.9024 0.4961
H 1.1761 1.5790 0.3079
H -2.4656 0.7488 -1.0567
H 0.1964 3.0330 0.5412
H -1.5585 -0.1974 2.3759
H -0.9884 -3.6252 -0.1838
```

The value obtained for the orbital gap is 8.87 eV. The HOMO energy is -8.26 eV.

Atomic partial charges in e from the Mulliken method, atoms 1 to 4:
1 O -0.31
2 O -0.34
3 N -0.63
4 N -0.58

How do the energies compare? Relative to the most stable structure, in kJ/mol: <1> 0.0; <2> 459.3.